[1]
Density functional theory data (ωB97M-V/def2-TZVPD) for the molecule CH3NOP2S at a distorted geometry.

Values from the calculation:
HOMO level = -8.4628 eV
SMILES = c1ns[pH]o[pH]1
Kohn-Sham gap = 8.34 eV
LUMO energy = -0.122 eV
Energy relative to the best compared isomer or geometry (same formula, charge and spin) = 179.9 kJ/mol
Calculated total energy = -34034.670 eV

Last columns: bonded neighbours and bond lengths (Å).
Element x y z (Å)
1 C 0.96872 1.12866 -0.43073  N2 1.292, P6 1.836, H7 1.079
2 N -0.23284 1.35361 -0.84936  C1 1.292, S3 1.674
3 S -1.62917 0.43269 -0.77999  N2 1.674, P4 2.158
4 P -1.52470 -0.49006 1.16833  S3 2.158, O5 1.621, H8 1.415
5 O 0.07555 -0.70643 1.30776  P4 1.621, P6 1.738
6 P 1.46691 -0.48390 0.29080  C1 1.836, O5 1.738, H9 1.538
7 H 1.69955 1.90469 -0.59689  C1 1.079
8 H -1.99784 -1.77953 0.82967  P4 1.415
9 H 1.17381 -1.35973 -0.93958  P6 1.538

[2]
Density functional theory data (ωB97M-V/def2-TZVPD) for a cluster of 2 separate species, CH3NOS in total at a distorted geometry.

Values from the calculation:
HOMO level (spin up / spin down) = -10.2457 / -10.2422 eV
Kohn-Sham gap (spin up / spin down) = 9.35 / 9.34 eV
LUMO energy (spin up / spin down) = -0.895 / -0.900 eV
Energy relative to the best compared isomer or geometry (same formula, charge and spin) = 545.4 kJ/mol
Calculated total energy = -15453.156 eV

Last columns: bonded neighbours and bond lengths (Å).
Element x y z (Å)
1 C 0.21174 0.68126 0.22932  S4 1.595, H5 1.027
2 N -1.65814 -0.44255 -0.17991  H6 1.047, H7 0.968
3 O 2.63693 0.32029 0.08714  S4 1.485
4 S 1.34673 -0.39327 -0.08780  C1 1.595, O3 1.485
5 H -0.00917 1.52212 0.77552  C1 1.027
6 H -1.07256 -0.38815 -1.04595  N2 1.047
7 H -1.45552 -1.29970 0.22168  N2 0.968

[3]
Density functional theory data (ωB97M-V/def2-TZVPD) for the molecule CH3NOS at a distorted geometry.

Values from the calculation:
HOMO level = -8.7257 eV
SMILES = NSC=O
Kohn-Sham gap = 9.23 eV
LUMO energy = 0.509 eV
Energy relative to the best compared isomer or geometry (same formula, charge and spin) = 164.1 kJ/mol
Calculated total energy = -15457.108 eV

Last columns: bonded neighbours and bond lengths (Å).
Element x y z (Å)
1 N -0.39813 -0.51590 -0.26468  S2 1.710, H5 1.018, H6 1.014
2 S 1.13656 -1.23467 -0.03437  N1 1.710, C3 2.107
3 C 1.96560 0.27323 1.18236  S2 2.107, O4 1.169, H7 1.090
4 O 3.11292 0.44395 1.32874  C3 1.169
5 H -0.37902 0.14638 -1.03794  N1 1.018
6 H -1.03593 -1.26438 -0.51317  N1 1.014
7 H 1.07494 0.74849 1.59449  C3 1.090

[4]
Density functional theory data (ωB97M-V/def2-TZVPD) for the molecule CH3NOS at a distorted geometry.

Values from the calculation:
HOMO level = -10.2211 eV
Kohn-Sham gap = 9.95 eV
LUMO energy = -0.273 eV
Energy relative to the best compared isomer or geometry (same formula, charge and spin) = 349.1 kJ/mol
Calculated total energy = -15455.191 eV

Last columns: bonded neighbours and bond lengths (Å).
Element x y z (Å)
1 C 1.04642 -0.17618 -0.01148  O3 1.408, H5 1.056, H6 1.013, H7 1.134
2 N -2.90049 -0.16671 0.39790  S4 1.414
3 O -0.18166 0.32571 -0.48279  C1 1.408, S4 1.760
4 S -1.93000 0.50058 -0.38420  N2 1.414, O3 1.760
5 H 1.53706 0.74045 -0.19548  C1 1.056
6 H 1.47119 -0.98900 -0.44148  C1 1.013
7 H 0.95749 -0.23486 1.11754  C1 1.134

[5]
Density functional theory data (ωB97M-V/def2-TZVPD) for the molecule CH3NOS at a distorted geometry.

Values from the calculation:
HOMO level = -9.3442 eV
SMILES = NSC=O
Kohn-Sham gap = 9.77 eV
LUMO energy = 0.427 eV
Energy relative to the best compared isomer or geometry (same formula, charge and spin) = 153.9 kJ/mol
Calculated total energy = -15457.214 eV

Last columns: bonded neighbours and bond lengths (Å).
Element x y z (Å)
1 N -0.34843 -1.04705 0.56293  S2 1.719, H5 1.009, H6 0.997
2 S 0.38898 -0.58237 -0.91825  N1 1.719, C3 1.748
3 C 0.69775 1.06655 -0.42761  S2 1.748, O4 1.202, H7 1.089
4 O 1.08705 2.01684 -1.05202  C3 1.202
5 H -1.27157 -0.68661 0.75190  N1 1.009
6 H -0.69837 -1.98025 0.58388  N1 0.997
7 H 0.14459 1.21289 0.49917  C3 1.089

[6]
Density functional theory data (ωB97M-V/def2-TZVPD) for the molecule CH3NOS2 at a distorted geometry.

Values from the calculation:
HOMO level = -8.7661 eV
SMILES = OSNC=S
Kohn-Sham gap = 8.73 eV
LUMO energy = -0.040 eV
Energy relative to the best compared isomer or geometry (same formula, charge and spin) = 81.6 kJ/mol
Calculated total energy = -26292.123 eV

Last columns: bonded neighbours and bond lengths (Å).
Element x y z (Å)
1 O -1.92469 -0.86518 -0.10820  S2 1.614, H6 0.946
2 S -1.43728 0.67322 -0.11386  O1 1.614, N3 1.780
3 N 0.25379 0.41925 0.38154  S2 1.780, C4 1.392, H7 1.000
4 C 1.25402 0.18952 -0.55956  N3 1.392, S5 1.662, H8 1.170
5 S 2.76655 -0.03998 0.08880  C4 1.662
6 H -2.19570 -1.24881 0.71258  O1 0.946
7 H 0.38260 0.89059 1.25360  N3 1.000
8 H 0.90070 -0.01860 -1.65489  C4 1.170